Record 1
ORCA calculation (ωB97M-V/def2-TZVPD) on a cluster of 8 separate species, C30H76Cl8N9O5P3 in total at a distorted geometry.

Each line ends with the Mulliken charge.
Element x y z (Å)
Cl 0.42426 -3.08331 6.57410  -0.1725
C 1.29242 -1.55776 6.75759  -0.5994
C 1.52839 -0.88348 5.40451  -0.0994
Cl 2.32230 -1.99086 4.25768  -0.1295
H 2.28441 -1.79632 7.14748  0.3325
H 0.75192 -0.96854 7.48712  0.3774
H 2.08926 0.04310 5.48075  0.4395
H 0.54454 -0.64504 4.98681  -0.1438
Cl 5.55440 -3.37390 -2.13705  -0.1980
C 6.18130 -2.51991 -0.70080  -0.1113
C 5.30736 -2.76140 0.48485  0.0560
Cl 6.15846 -2.21051 1.95638  -0.2127
H 6.15117 -1.45722 -0.94470  -0.0529
H 7.21348 -2.81621 -0.56621  0.4623
H 5.16038 -3.83096 0.64157  0.3599
H 4.31732 -2.32173 0.51265  -0.2740
Cl 3.41868 0.37723 1.32180  0.0327
C 1.69450 -0.02696 1.51137  1.0317
C 0.80062 0.83570 0.65159  0.9078
Cl 1.02610 2.56897 0.85422  -0.2566
H 1.40836 0.06479 2.55978  0.0108
H 1.55473 -1.09369 1.33691  -1.1138
H -0.23776 0.55076 0.84681  0.1378
H 0.91697 0.59191 -0.40315  -0.8303
Cl -2.20823 0.62580 4.71675  -0.2195
C -1.34952 2.06404 4.07044  0.3687
C -2.26160 3.07063 3.43686  0.4921
Cl -3.18244 4.04581 4.60124  -0.2235
H -0.71003 1.66713 3.28019  -0.6098
H -0.67906 2.41695 4.84858  0.4800
H -2.97733 2.55172 2.80252  -0.7161
H -1.77081 3.70384 2.69894  0.3512
O 2.70092 1.32427 -1.71709  -0.7418
P 2.59425 0.72074 -3.04374  -0.3474
N 3.97469 0.82402 -3.94277  0.4118
C 4.97724 -0.19046 -3.72231  -0.8474
C 4.44746 2.11975 -4.45719  -0.8421
N 1.45148 1.37975 -4.00623  0.5955
C 1.41488 1.40760 -5.43534  -1.2950
C 0.16501 1.62291 -3.31834  -1.0408
N 2.35912 -0.90253 -2.98587  0.8866
C 1.84386 -1.62436 -4.09792  -1.0810
C 2.55855 -1.66548 -1.79547  -0.2309
H 5.73645 -0.14579 -4.50881  0.4428
H 4.56047 -1.18628 -3.80728  0.2817
H 5.49773 0.02511 -2.78104  0.0902
H 5.38169 2.01666 -5.00100  0.4078
H 4.58843 2.80749 -3.61528  0.2430
H 3.72024 2.54808 -5.15018  0.1539
H 1.70564 2.39290 -5.81801  0.3002
H 2.16694 0.72576 -5.83539  0.5020
H 0.42189 1.14768 -5.80089  0.3404
H 0.30796 1.63437 -2.24238  0.0971
H -0.38944 2.46891 -3.71875  0.4918
H -0.47697 0.73988 -3.52083  0.3231
H 0.75013 -1.63629 -4.13900  0.1897
H 2.19999 -1.14948 -5.02083  0.3876
H 2.24006 -2.63731 -4.18046  0.3855
H 3.39716 -1.27653 -1.20903  -0.1999
H 2.69199 -2.72775 -1.99168  0.4522
H 1.72451 -1.63195 -1.07626  -0.3130
O -1.15300 -2.00649 1.79362  -0.2088
P -1.67891 -3.29087 1.33107  0.0464
N -0.52933 -4.24004 0.59784  0.7046
C -0.76198 -5.10384 -0.52725  -1.3555
C 0.76699 -4.43896 1.26496  -0.7458
N -2.82087 -3.15805 0.14182  0.1901
C -4.15307 -2.78990 0.63613  -1.2776
C -2.40575 -2.36934 -1.00670  -1.0449
N -2.40936 -4.18598 2.50020  0.3544
C -1.83121 -4.11967 3.83624  -0.9385
C -3.02690 -5.45289 2.18856  -1.1753
H -0.67036 -6.15608 -0.21109  0.3344
H -0.05019 -4.95617 -1.34201  0.2957
H -1.79075 -5.02920 -0.86650  0.5191
H 0.65591 -4.94685 2.22393  0.2285
H 1.23742 -3.46099 1.38555  -0.1396
H 1.40796 -5.03225 0.61745  0.4266
H -4.14149 -1.83669 1.17713  0.3629
H -4.86840 -2.74276 -0.18498  0.4117
H -4.53121 -3.57837 1.28617  0.4055
H -3.27618 -2.03494 -1.57235  0.3250
H -1.86984 -1.47210 -0.68176  0.2406
H -1.83893 -2.99802 -1.69199  0.2899
H -0.93237 -4.73049 3.99328  0.2791
H -1.68807 -3.09237 4.16841  0.1359
H -2.55154 -4.48531 4.58387  0.4033
H -3.74542 -5.77060 2.94048  0.3257
H -2.24630 -6.23164 2.12785  0.2922
H -3.49253 -5.40485 1.20433  0.4017
O -4.15299 3.81197 1.02255  -0.8824
P -5.02680 3.08828 0.08085  0.0734
N -6.34819 2.29938 0.67109  0.4194
C -7.49832 3.09959 1.07006  -1.1708
C -6.21195 1.04189 1.38996  -0.7945
N -4.16895 1.88295 -0.70066  0.5969
C -3.10580 1.20055 0.00290  -0.5350
C -4.42004 1.45428 -2.04585  -0.8343
N -5.61498 4.05418 -1.12469  0.5459
C -6.71890 3.74959 -2.01026  -1.1707
C -4.88562 5.23085 -1.47222  -1.0821
H -7.48774 4.05084 0.54282  0.3961
H -7.50940 3.29572 2.15396  0.3424
H -8.45312 2.59719 0.87269  0.3497
H -5.83206 1.19359 2.41543  0.2985
H -5.56708 0.31114 0.90318  0.1057
H -7.19341 0.57357 1.51144  0.3969
H -3.12955 0.11378 -0.13506  -0.1700
H -2.11694 1.55321 -0.32902  0.7247
H -3.14691 1.38863 1.07340  -0.2867
H -4.11246 0.41378 -2.17277  0.1496
H -5.49220 1.44266 -2.26230  0.3457
H -3.95620 2.07733 -2.82020  0.2569
H -7.21228 4.69912 -2.25128  0.3325
H -6.38211 3.36237 -2.98055  0.2777
H -7.44786 3.06923 -1.58132  0.3870
H -4.02648 5.33181 -0.80794  0.2758
H -5.47377 6.15537 -1.46398  0.3049
H -4.41363 5.21256 -2.47177  0.3436
O 7.00176 2.74038 -2.43069  -0.5192
C 7.09249 2.85930 -1.24244  0.4151
O 8.27553 3.17549 -0.66223  -0.4143
C 8.16999 3.38527 0.74588  -0.3955
C 6.73532 3.01688 1.13021  -0.5032
C 6.00563 2.80889 -0.20910  0.4312
H 8.36585 4.42609 0.98833  0.2371
H 8.85613 2.70128 1.23591  0.3029
H 6.19726 3.79261 1.67462  0.3189
H 6.69554 2.14721 1.78435  0.2244
H 5.16854 3.49482 -0.30401  0.2844
H 5.50053 1.83986 -0.24372  -0.3869

Results
**Orbital gap**: 8.891 eV
**E_LUMO**: 0.4049 eV
**M**: 1019.5 g/mol
**Energy relative to the best compared isomer or geometry (same formula, charge and spin)**: 0.0 kcal/mol
**Charge**: 0
**SMILES**: CN(C)P(=O)(N(C)C)N(C)C.CN(C)P(=O)(N(C)C)N(C)C.CN(C)P(=O)(N(C)C)N(C)C.O=C1CCCO1.ClCCCl.ClCCCl.ClCCCl.ClCCCl
**DFT total energy**: -6763.43870 Ha
**Highest occupied orbital energy**: -8.49 eV

***

Record 2
ORCA calculation (ωB97M-V/def2-TZVPD) on an isolated molecule of C4H6P2 at a distorted geometry.

Each line ends with the Mulliken charge.
Element x y z (Å)
C 0.37143 0.54936 -0.17969  0.8823
C 1.55608 -0.06321 -0.10938  -0.4159
C 0.20484 2.02234 0.01115  -1.1669
C -1.17574 -1.96978 0.02741  -0.8135
P -1.20458 -0.17078 -0.22960  -0.0466
P 3.04406 -0.46800 -0.13589  -0.3032
H 0.04998 2.19878 1.05405  0.3282
H -0.38365 2.47261 -0.80362  0.3612
H 1.20436 2.53840 -0.17643  0.3412
H -0.16985 -2.48895 -0.11158  0.2873
H -1.93089 -2.61817 -0.46862  0.3196
H -1.56603 -2.00260 1.12220  0.2262

Results
**Orbital gap**: 7.151 eV
**E_LUMO**: -0.8989 eV
**M**: 116.0 g/mol
**Energy relative to the best compared isomer or geometry (same formula, charge and spin)**: 33.5 kcal/mol
**Charge**: 0
**SMILES**: C/P=C(/C)C#P
**DFT total energy**: -838.60277 Ha
**Highest occupied orbital energy**: -8.05 eV